93
Properties=species:S:1:pos:R:3:forces:R:3:mulliken_charge:R:1 method="wB97M-V/def2-TZVPD" gap_ev=4.85 homo_energy_ev=-1.37 charge=-2
Cs 10.77214 10.25209 15.50042 0.363 -0.077 -0.755 0.80
C 10.95112 5.56237 18.93921 -0.804 -0.246 -0.285 -1.27
C 12.05422 6.53690 19.12810 0.675 1.895 -0.535 0.64
N 13.06755 6.16423 19.83294 -0.254 -1.823 0.435 -0.65
C 14.12424 6.91387 20.11238 -0.366 1.648 -0.530 -1.03
C 14.17325 8.24286 19.71418 0.175 -0.692 0.193 0.81
C 15.27863 9.12379 20.24876 0.829 -1.035 -0.218 -0.81
O 14.83818 10.00217 21.25509 -0.130 0.668 1.487 -0.51
C 13.15224 8.74056 18.85642 -0.392 -0.632 1.084 0.78
C 13.29505 10.03984 18.26930 -1.145 1.014 -1.802 -1.09
N 12.40217 10.94249 17.96327 3.452 0.193 -0.234 -0.18
C 11.41545 11.53150 18.63866 -2.486 -1.192 1.770 0.16
C 10.84228 10.93834 19.80296 0.130 -0.460 -0.502 -0.13
C 9.76180 11.47093 20.47536 -0.327 0.961 -0.595 -0.88
C 9.15245 12.62464 19.93652 1.175 -0.476 -0.330 -0.48
C 9.72075 13.23846 18.81317 -0.924 0.580 0.387 -0.43
C 10.84163 12.73165 18.20207 1.279 0.049 -0.462 0.11
I 12.01437 13.80030 16.77019 -0.787 -0.102 0.176 0.24
C 12.03867 7.88616 18.47721 -0.833 -1.060 -0.281 0.55
O 11.12513 8.13210 17.62077 0.870 0.504 0.903 -0.87
H 11.32677 4.66225 18.43170 -0.075 0.204 0.109 0.26
H 10.16163 6.00577 18.32161 0.147 -0.122 0.143 0.30
H 10.52289 5.23900 19.90455 0.219 0.175 -0.303 0.29
H 14.88631 6.40237 20.65316 0.690 0.106 0.552 0.38
H 15.70462 9.71386 19.45724 0.251 0.356 -0.614 0.27
H 16.10180 8.48186 20.63218 -0.486 0.142 -0.197 0.39
H 15.48845 10.09523 21.98533 -0.597 -0.294 -1.046 0.29
H 14.24269 10.23592 17.72975 -0.117 -0.260 0.383 0.37
H 11.24978 9.96283 20.06290 -0.027 0.268 0.266 0.31
H 9.35816 11.01957 21.37557 0.073 -0.120 -0.132 0.38
H 8.29777 13.07910 20.38651 -0.463 0.125 0.276 0.39
H 9.25460 14.15003 18.43123 0.262 -0.232 0.089 0.37
N 8.95566 9.03223 11.62987 -0.576 -1.264 -0.580 -0.44
N 8.03666 10.06214 12.08980 0.217 0.254 1.259 -0.23
C 8.85187 11.21296 12.39933 1.513 0.952 -1.276 0.44
O 8.72268 11.87392 13.44648 -1.098 -1.393 -0.218 -0.55
O 9.72027 11.53062 11.44848 -3.056 -2.953 0.734 -0.35
H 8.36339 8.19880 11.49869 0.252 0.376 0.123 0.23
H 9.19202 9.28276 10.67029 0.197 0.296 0.237 0.16
H 7.58445 9.68158 12.95189 0.705 0.774 -0.812 0.33
O 13.55209 11.03675 13.23797 -0.383 -0.579 -0.117 -0.58
C 14.63666 10.54231 12.85613 0.725 1.374 0.418 0.29
C 15.68417 11.47351 12.38547 -0.045 -0.963 0.183 -0.34
C 16.99494 11.08771 12.20632 -0.968 0.424 -0.040 -0.40
C 17.36140 9.75604 12.28582 -0.401 -2.025 -0.061 -0.78
C 16.36096 8.79823 12.54298 0.579 1.036 -0.052 -0.52
C 15.04670 9.15261 12.90315 0.898 -0.722 -1.162 0.41
C 14.11310 8.04568 12.98197 -1.255 0.173 1.048 0.10
N 12.90704 8.08663 13.56453 0.896 0.204 -0.603 -0.10
C 12.35300 6.87957 13.31569 -1.204 -0.848 0.049 -0.36
C 13.20304 6.05423 12.62517 -1.213 -0.804 0.283 -0.63
N 14.32188 6.79002 12.44866 1.151 1.403 -0.218 0.01
H 15.34559 12.48414 12.19076 0.098 0.090 0.264 0.14
H 17.74816 11.80793 11.96781 0.333 0.533 -0.254 0.42
H 18.34655 9.39638 11.99552 -0.022 0.246 0.183 0.30
H 16.63034 7.74007 12.42585 -0.005 0.391 0.334 0.18
H 11.31186 6.69077 13.61323 0.676 -0.128 -0.110 0.32
H 13.08754 5.03570 12.25701 0.099 0.438 0.169 0.39
H 15.15442 6.55060 11.93760 -0.263 -0.100 -0.012 0.17
F 5.56029 17.38666 9.99439 -0.043 -0.205 0.236 -0.36
C 6.53257 16.50992 10.38996 0.394 -0.080 -0.807 0.36
C 6.25466 15.55021 11.35461 -0.856 0.542 -0.403 -0.48
C 7.23222 14.63736 11.68015 1.136 -0.049 -0.440 -0.44
C 8.53634 14.78552 11.15162 -0.281 -0.082 0.359 -0.47
C 8.78179 15.76593 10.18550 -0.772 -0.452 0.315 -0.20
C 7.74768 16.56105 9.70612 -0.029 0.287 0.675 -0.84
Sb 10.22107 13.61766 11.88451 1.150 1.456 1.461 1.35
C 11.02658 13.54302 9.88697 -0.447 -0.077 1.099 0.16
C 10.20119 13.26742 8.80508 1.294 -0.563 -0.622 -0.27
C 10.72954 12.57709 7.70391 0.042 0.245 -0.011 -0.74
C 12.07160 12.22980 7.73386 -0.227 -0.203 0.398 0.44
F 12.54444 11.30346 6.84562 0.024 0.644 -0.316 -0.34
C 12.92688 12.67182 8.73542 -0.754 -0.179 -0.133 -0.89
C 12.38454 13.24708 9.86304 -0.504 0.679 -0.638 -0.16
C 11.41907 15.34835 12.68340 -1.017 1.285 -1.406 -0.18
C 12.78913 15.20854 12.79091 0.851 0.118 -0.687 0.70
C 13.62962 16.29953 13.09112 -0.688 -0.409 0.042 -0.64
C 13.01488 17.49226 13.38844 -0.765 0.205 0.331 0.41
F 13.76692 18.55242 13.82154 -0.007 -0.039 -0.233 -0.37
C 11.62286 17.66471 13.31990 0.316 -0.224 -0.133 -0.57
C 10.81988 16.61286 12.90379 1.007 -0.600 0.520 -0.46
H 5.25370 15.48888 11.79068 0.296 0.098 -0.193 0.39
H 6.96695 13.78404 12.29768 0.296 0.195 0.255 0.41
H 9.77053 15.86202 9.76732 0.144 0.012 -0.106 0.57
H 7.95310 17.23619 8.87924 -0.388 0.122 0.227 0.37
H 9.15864 13.50370 8.79541 -0.463 0.133 0.176 0.36
H 10.10009 12.34283 6.84578 0.197 -0.250 0.218 0.38
H 13.96577 12.54342 8.66966 1.253 -0.628 -0.150 0.50
H 12.98404 13.52691 10.72310 0.164 -0.293 -0.306 -0.10
H 13.28521 14.26808 12.45895 -0.445 0.550 0.719 -0.41
H 14.70136 16.19588 13.05286 0.192 0.094 0.208 0.44
H 11.14866 18.59980 13.54858 0.205 0.543 0.162 0.41
H 9.73628 16.77040 12.79922 0.501 -0.123 -0.019 0.30

83
Properties=species:S:1:pos:R:3:forces:R:3:mulliken_charge:R:1 method="wB97M-V/def2-TZVPD" gap_ev="4.24 / 3.22" homo_energy_ev="-12.89 / -13.05" charge=+2
C -2.49208 -4.78409 -6.10668 0.193 0.462 0.104 -0.45
C -1.84484 -3.53554 -5.93361 -0.415 -0.563 -1.455 0.61
C -1.57432 -2.78615 -7.10546 -0.049 -0.276 0.413 -0.45
C -1.95266 -3.30756 -8.34635 -0.077 -0.131 0.052 -0.30
N -2.56696 -4.49226 -8.51138 0.245 0.326 0.861 -0.55
C -2.82342 -5.20284 -7.39904 0.063 0.113 -0.101 -0.30
C -1.48365 -3.05698 -4.64432 0.611 0.817 2.178 0.11
C -1.17137 -2.64344 -3.52999 -0.538 -0.589 -1.870 -0.73
C -0.81002 -2.16468 -2.23988 0.108 0.203 0.638 0.91
C -1.70794 -2.26613 -1.14694 0.338 -0.134 0.137 -0.98
C -1.34666 -1.79251 0.11831 -0.182 0.399 -0.016 -0.24
C -0.08299 -1.20169 0.35463 -0.450 -1.146 -2.740 -0.25
C 0.80757 -1.10504 -0.74045 -0.335 0.610 -0.230 0.03
C 0.45831 -1.57258 -2.01127 0.046 -0.089 0.278 -0.81
Mg 0.42655 -0.52662 2.17361 1.420 -1.250 3.143 0.59
P -1.10063 1.22692 1.99042 -2.272 2.329 -0.329 0.47
H -1.07637 -1.81474 -7.03371 -0.209 -0.391 -0.077 0.38
H -2.72656 -5.40661 -5.23834 0.079 0.222 -0.383 0.39
H -1.74862 -2.73648 -9.26263 -0.107 -0.286 0.433 0.36
H -3.32567 -6.16892 -7.54694 0.247 0.473 0.060 0.36
H 1.16185 -1.48600 -2.84584 -0.219 -0.170 0.367 0.48
H -2.69031 -2.72218 -1.30778 0.425 0.133 0.113 0.48
H 1.79607 -0.65270 -0.59802 -0.279 -0.090 -0.182 0.49
H -2.06467 -1.88646 0.94153 0.221 0.067 -0.356 0.53
C -0.66376 2.46793 3.30541 0.072 0.272 -0.028 -0.76
C -1.28461 3.86958 3.26061 -0.342 0.120 -0.324 -1.23
H 0.43766 2.54146 3.24944 -0.556 -0.011 0.178 0.55
H -0.87430 1.94327 4.25541 0.047 0.349 -0.544 0.44
H -1.12220 4.37753 4.22798 -0.013 -0.279 -0.421 0.38
H -0.81810 4.49350 2.47902 -0.218 -0.205 0.277 0.26
H -2.37021 3.84357 3.07530 0.439 0.108 0.106 0.25
C -1.12447 2.13245 0.36652 0.655 0.185 -0.037 0.47
C -2.45128 2.26121 -0.39279 -0.187 -0.050 -0.114 -1.44
H -0.38117 1.60593 -0.25821 -0.355 0.140 0.064 0.03
H -0.67682 3.12248 0.57197 -0.333 -0.238 -0.056 0.13
H -2.27380 2.74295 -1.37077 -0.082 -0.201 0.431 0.41
H -2.89755 1.27167 -0.59047 0.193 0.398 0.045 0.30
H -3.19452 2.86739 0.14921 0.359 -0.229 -0.189 0.27
C -2.83648 0.63516 2.29791 0.355 -0.542 -0.081 -0.32
C -3.87871 1.63275 2.81931 -0.063 0.265 0.192 -1.33
H -2.70396 -0.18385 3.02661 -0.155 0.176 -0.236 0.28
H -3.15998 0.17108 1.34677 0.127 0.185 0.454 0.38
H -4.85948 1.13158 2.90396 0.468 0.169 -0.071 0.42
H -3.60812 1.99392 3.82575 -0.118 -0.120 -0.414 0.35
H -4.00402 2.50657 2.15959 0.042 -0.387 0.261 0.20
Br 1.07266 0.32946 4.47977 1.036 -0.409 -0.318 -0.53
P 3.71078 3.46705 -1.32408 -3.052 -3.310 1.585 0.40
C 2.01521 4.02163 -0.72085 -0.122 1.104 -0.586 0.17
C 1.96187 5.48638 -0.26402 0.033 0.431 0.286 -1.30
H 1.66816 3.33953 0.08054 0.634 0.060 -0.375 -0.22
H 1.32683 3.88051 -1.57541 0.465 0.056 0.212 0.47
H 0.92253 5.86176 -0.26112 0.501 -0.217 -0.007 0.36
H 2.36528 5.61377 0.75527 -0.127 -0.074 -0.426 0.35
H 2.55621 6.12949 -0.93673 -0.405 -0.194 0.273 0.41
C 4.24213 2.34837 0.08934 0.688 0.514 0.575 -0.02
C 5.76135 2.19006 0.23320 0.579 -0.118 0.020 -1.19
H 3.78221 1.36391 -0.12211 -0.014 0.565 -0.193 -0.07
H 3.79620 2.71335 1.03592 0.225 0.168 -0.605 0.46
H 6.03130 1.90314 1.26549 -0.176 0.084 -0.533 0.37
H 6.14831 1.41224 -0.44892 -0.135 0.389 0.288 0.33
H 6.29022 3.13152 0.00390 -0.183 -0.420 0.211 0.34
C 3.16595 2.11758 -2.51330 1.018 0.033 -0.909 -0.21
C 3.20376 2.55361 -3.98362 -0.162 0.179 -0.529 -1.22
H 2.15480 1.76093 -2.23345 0.426 0.503 0.283 0.08
H 3.85848 1.26945 -2.35409 -0.146 0.492 -0.050 0.48
H 3.25925 1.67800 -4.65510 -0.036 0.419 0.358 0.37
H 2.30011 3.12535 -4.26189 0.419 -0.209 0.146 0.32
H 4.07911 3.19611 -4.18446 -0.348 -0.394 -0.037 0.36
C 0.12906 -4.80954 5.31635 0.731 -0.660 0.336 -0.97
N -0.51830 -3.66859 4.68457 0.972 0.645 -0.954 0.10
C -1.86934 -3.30175 5.09328 -0.732 0.626 0.078 -0.71
C 0.13556 -2.88994 3.76199 -0.193 -1.880 1.944 0.81
C 1.56218 -3.14037 3.32765 0.432 -0.845 0.168 -1.16
O -0.43857 -1.91563 3.28901 -1.252 0.797 -1.087 -0.53
H -0.53052 -5.30283 6.06132 0.295 0.536 -0.653 0.29
H 1.04005 -4.47641 5.86001 -0.520 -0.353 -0.333 0.36
H 0.39803 -5.56517 4.55036 -0.069 0.331 0.545 0.34
H -1.86754 -2.27510 5.52244 -0.060 -0.602 -0.357 0.25
H -2.55154 -3.32846 4.21868 0.331 0.087 0.513 0.22
H -2.27520 -3.98332 5.87022 0.579 0.308 -0.635 0.33
H 1.58245 -3.29371 2.22895 -0.123 0.048 0.519 0.28
H 2.18994 -2.25955 3.57221 -0.482 -0.353 0.036 0.26
H 2.02629 -4.02565 3.80028 -0.225 0.522 -0.323 0.47

50
Properties=species:S:1:pos:R:3:forces:R:3:mulliken_charge:R:1 method="wB97M-V/def2-TZVPD" gap_ev=6.36 homo_energy_ev=-14.29 charge=+2
Ta -16.36130 -9.24647 -0.45131 -0.903 -0.326 0.146 1.39
C -20.77837 -8.92091 0.11016 -0.316 -2.416 -1.320 -0.85
C -21.18986 -10.16267 -0.52342 0.542 1.093 0.508 -0.39
C -20.24574 -11.05141 -1.11046 -3.478 0.720 1.382 -1.05
C -18.96583 -10.64229 -1.03828 2.337 -0.066 -0.370 1.64
N -18.53355 -9.45178 -0.50913 -1.347 -0.911 0.165 -0.04
C -19.46158 -8.61674 0.05583 2.167 0.371 -0.081 -0.07
C -17.89331 -11.53109 -1.52340 1.976 0.953 1.443 0.26
C -18.06854 -12.60045 -2.33957 -1.116 -0.809 -1.118 -0.83
C -16.97800 -13.34613 -2.73512 0.788 -0.866 0.122 -0.78
C -15.69006 -13.03656 -2.33810 -0.372 -0.828 -0.662 -0.82
C -15.47765 -11.95825 -1.53715 1.517 0.924 1.094 -0.18
C -16.54972 -11.25462 -1.04223 -1.849 1.148 -0.678 0.46
H -21.41094 -8.27268 0.66819 -0.757 0.219 -0.002 0.47
H -22.25292 -10.38852 -0.51291 0.197 -0.184 0.016 0.45
H -20.59401 -12.06817 -1.41418 0.626 1.193 -0.002 0.34
H -19.02064 -7.69389 0.47941 -0.610 -0.616 -0.206 0.44
H -19.04381 -12.88773 -2.75327 0.343 0.238 0.337 0.36
H -17.07604 -14.25737 -3.30535 -0.395 0.099 -0.280 0.41
H -14.88790 -13.66781 -2.66048 0.390 -0.121 -0.167 0.47
H -14.44471 -11.62894 -1.26618 -0.910 -0.653 -0.245 0.14
Cl -12.23543 -5.82637 -4.78801 -0.610 0.811 -0.782 -0.18
C -13.71838 -6.39671 -4.12057 -0.398 -0.201 -0.487 0.63
C -15.03122 -5.99388 -4.47161 1.516 -1.706 2.096 -0.68
C -16.06636 -6.62340 -3.71341 -0.996 0.219 -0.590 -0.34
I -18.08429 -6.02715 -3.99064 0.834 -0.218 0.025 0.17
C -15.80913 -7.60586 -2.80390 -1.440 0.520 0.733 0.77
O -16.76601 -8.21182 -1.99482 0.208 0.658 -0.386 -0.55
C -14.53461 -7.94355 -2.42300 0.281 -0.543 -0.484 0.53
N -14.52951 -8.86578 -1.40332 3.205 0.690 -0.079 0.38
C -13.26172 -9.18470 -0.98183 -1.413 -0.276 -0.417 0.01
C -12.13395 -8.65779 -1.55452 2.001 -0.209 -1.002 -1.10
C -12.12532 -7.79941 -2.69980 -1.781 -1.484 1.530 -0.60
C -13.41845 -7.41447 -3.12596 -0.553 0.672 0.399 -0.43
H -15.37110 -5.24893 -5.15584 0.634 0.444 -0.526 0.48
H -13.23572 -9.99808 -0.26727 0.461 0.364 0.195 0.45
H -11.17628 -9.08913 -1.19351 -0.710 0.583 -0.270 0.37
H -11.21942 -7.57092 -3.24323 -0.032 0.213 0.262 0.48
F -13.39859 -11.54928 5.31663 0.261 -0.205 -0.306 -0.25
C -14.07980 -10.81147 4.46948 -0.238 0.206 -0.308 0.40
C -14.18925 -11.10452 3.08400 -0.385 0.988 1.512 -0.10
F -13.58961 -12.03124 2.39105 0.703 -1.045 0.316 -0.23
C -14.97979 -10.24643 2.38508 0.508 -1.008 -1.383 -0.15
F -14.95605 -10.47024 0.98728 -0.543 0.324 0.300 0.01
C -15.65036 -9.16630 2.83544 -0.583 0.414 -1.308 0.43
S -16.39869 -8.10808 1.64920 -0.058 0.539 -0.102 -0.43
C -15.49059 -8.85270 4.14370 1.072 0.977 1.746 0.37
F -15.85321 -7.63477 4.56336 -0.290 -0.659 0.119 -0.26
C -14.67242 -9.63990 4.98233 -0.803 -0.678 -3.038 0.18
F -14.41349 -9.24853 6.16174 0.319 0.447 2.151 -0.22

Energy above the lowest of the compared OMol25 structures with the same formula, charge and spin per entry: 77.6, 13.7, 18.0 kcal per mole